ORCA calculation (ωB97M-V with the def2-TZVPD basis set) on C21H17NO3 as an isolated structure.

XYZ file:
```
42
C21H17NO3, DFT ωB97M-V with the def2-TZVPD basis set
C -6.421 -0.193 -2.435
O -5.209 0.525 -2.705
C -4.059 0.127 -2.102
C -2.890 0.889 -2.356
C -1.704 0.595 -1.708
C -1.611 -0.472 -0.787
C -0.390 -0.753 -0.076
O -0.520 -1.791 0.801
C 0.596 -2.250 1.480
C 1.831 -1.560 1.378
C 2.898 -2.167 2.080
C 2.749 -3.414 2.691
C 1.523 -4.103 2.693
C 0.435 -3.497 2.089
C 2.000 -0.446 0.389
C 0.770 -0.046 -0.220
C -2.775 -1.252 -0.575
C -3.967 -0.968 -1.217
H -7.184 0.319 -3.024
H -6.336 -1.238 -2.755
H -6.677 -0.152 -1.368
H -2.967 1.707 -3.076
H -0.816 1.181 -1.940
H 3.863 -1.654 2.078
H 3.601 -3.882 3.179
H 1.408 -5.079 3.158
H -0.556 -3.992 2.042
H 2.888 -0.589 -0.252
H 0.701 0.901 -0.735
H -2.738 -2.111 0.085
H -4.830 -1.599 -1.035
O 2.458 1.089 1.230
C 2.847 2.261 0.718
C 4.051 2.398 -0.023
C 4.546 3.664 -0.347
N 3.922 4.812 -0.062
C 2.752 4.716 0.583
C 2.159 3.504 0.970
H 4.632 1.512 -0.317
H 5.515 3.781 -0.869
H 2.280 5.688 0.811
H 1.224 3.541 1.524
```

Calculated values
Charge = 0
E_HOMO = -8.007 eV
Relative energy (zero: lowest compared OMol25 entry of this formula, charge and spin) = 4.445 eV
LUMO level = -0.21 eV

=====

ORCA calculation (ωB97M-V with the def2-TZVPD basis set) on C21H18Cl2F6HfN6O7S4 as an isolated structure.

XYZ file:
```
65
C21H18Cl2F6HfN6O7S4, DFT ωB97M-V with the def2-TZVPD basis set
Hf 0.057 -0.663 0.032
Cl -4.373 1.274 -1.150
C -2.917 2.171 -0.977
C -2.950 3.577 -1.077
C -1.806 4.308 -0.937
Cl -1.864 6.020 -1.064
C -0.565 3.667 -0.664
C 0.647 4.336 -0.423
C 1.771 3.619 -0.088
C 1.687 2.230 0.006
N 0.567 1.564 -0.233
C -0.561 2.263 -0.567
C -1.742 1.504 -0.750
O -1.643 0.167 -0.630
H -3.896 4.067 -1.262
H 0.677 5.415 -0.486
H 2.710 4.110 0.119
H 2.556 1.644 0.287
C -0.260 -5.010 -2.119
O -1.153 -4.693 -1.012
C -1.051 -3.526 -0.468
O -0.221 -2.653 -0.823
N -1.904 -3.282 0.530
N -1.821 -2.011 1.115
H -0.524 -6.022 -2.403
H 0.770 -4.957 -1.779
H -0.439 -4.316 -2.935
H -2.627 -3.941 0.785
H -1.775 -2.111 2.129
H -2.644 -1.456 0.879
C 2.999 -2.900 1.428
C 3.246 -1.929 0.325
N 2.331 -1.307 -0.404
C 2.917 -0.599 -1.443
C 4.272 -0.616 -1.450
S 4.839 -1.610 -0.184
C 2.012 -0.053 -2.444
C 2.316 0.617 -3.580
S 0.895 0.869 -4.493
C -0.042 0.075 -3.306
N 0.666 -0.330 -2.270
C -1.496 -0.159 -3.550
H 1.991 -3.302 1.367
H 3.126 -2.434 2.404
H 3.707 -3.724 1.352
H 4.944 -0.156 -2.155
H 3.282 0.934 -3.935
H -1.615 -0.730 -4.471
H -2.025 0.786 -3.676
H -1.949 -0.703 -2.730
F 1.851 1.543 3.300
C 1.592 0.410 3.943
F 2.639 -0.400 3.838
F 1.316 0.623 5.197
S 0.160 -0.455 3.093
O 0.852 -1.194 1.982
O -0.479 -1.255 4.074
N -0.702 0.509 2.197
S -1.519 1.744 2.940
O -1.588 2.826 2.025
O -1.007 1.870 4.261
C -3.254 1.065 3.075
F -3.391 0.394 4.198
F -3.478 0.235 2.037
F -4.110 2.061 3.015
```

Calculated values
Charge = +2
E_HOMO = -13.486 eV
Relative energy (zero: lowest compared OMol25 entry of this formula, charge and spin) = 0.000 eV
LUMO level = -5.96 eV

=====

ORCA calculation (ωB97M-V with the def2-TZVPD basis set) on C21H18ClFHoN3O6 as an isolated structure.

XYZ file:
```
51
C21H18ClFHoN3O6, DFT ωB97M-V with the def2-TZVPD basis set
Ho 0.117 -0.003 0.124
N 2.752 -0.090 0.289
C 3.166 1.303 0.004
C 2.094 2.295 0.472
C 1.011 2.502 -0.648
O 0.690 3.628 -0.960
O 0.582 1.422 -1.197
H 3.041 -0.314 1.246
H 3.272 -0.720 -0.326
H 3.284 1.397 -1.080
H 4.128 1.531 0.485
H 2.528 3.278 0.670
H 1.629 1.941 1.411
O -4.250 -0.008 4.249
C -4.833 -0.278 3.108
O -5.963 -0.693 3.041
C -4.035 -0.061 1.855
C -4.574 -0.184 0.573
Cl -6.188 -0.547 0.235
N -3.575 -0.006 -0.334
N -2.414 0.212 0.320
C -2.666 0.198 1.631
C -1.521 0.457 2.598
O -1.759 0.539 3.798
O -0.378 0.569 2.064
C -3.588 0.062 -1.753
C -4.774 0.078 -2.484
C -4.729 0.167 -3.864
C -3.520 0.256 -4.530
C -2.340 0.230 -3.807
C -2.368 0.135 -2.428
H -3.283 0.259 4.180
H -5.730 0.031 -1.994
H -5.657 0.168 -4.415
H -3.494 0.349 -5.603
H -1.387 0.279 -4.307
H -1.420 0.129 -1.886
F -0.177 -2.706 -5.772
C -0.114 -2.644 -4.422
C -1.266 -2.836 -3.680
C -1.200 -2.762 -2.302
C 0.010 -2.497 -1.641
C 0.082 -2.412 -0.160
C 1.158 -2.329 -2.437
C 1.104 -2.390 -3.814
H -2.202 -3.049 -4.173
H -2.102 -2.902 -1.718
H 0.997 -2.916 0.187
H -0.768 -2.962 0.268
H 2.115 -2.169 -1.951
H 1.995 -2.259 -4.409
```

Calculated values
Charge = 0
E_HOMO (alpha / beta) = -7.762 / -7.740 eV
Relative energy (zero: lowest compared OMol25 entry of this formula, charge and spin) = 0.000 eV
LUMO level (alpha / beta) = -0.51 / -0.50 eV
Spin multiplicity = 5

=====

ORCA calculation (ωB97M-V with the def2-TZVPD basis set) on one molecule with the formula C21H18F2N2O2.

XYZ file:
```
45
C21H18F2N2O2, DFT ωB97M-V with the def2-TZVPD basis set
C 0.663 -2.496 3.780
C 0.707 -1.967 2.390
N 1.007 -0.663 2.207
C 0.898 -0.288 0.844
C 1.258 1.092 0.218
C 2.279 1.823 0.844
C 2.698 3.076 0.401
N 3.903 3.478 0.970
C 1.926 3.650 -0.688
C 0.786 2.863 -1.211
C 0.410 1.640 -0.773
O -0.628 0.914 -1.282
C -1.888 1.381 -1.251
C -2.756 1.191 -0.198
C -4.070 1.600 -0.130
C -4.520 2.122 -1.346
F -5.675 2.687 -1.260
C -3.714 2.310 -2.499
C -2.359 1.854 -2.503
F -1.632 2.023 -3.601
C 0.463 -1.494 0.292
C 0.420 -2.617 1.279
C 0.156 -3.989 0.816
O 0.457 -4.904 1.647
C 0.172 -4.340 -0.630
C 0.750 -3.209 -1.631
C 0.235 -1.792 -1.155
H 1.066 -3.510 3.695
H -0.423 -2.547 4.090
H 1.204 -1.747 4.376
H 1.490 -0.086 2.856
H 2.925 1.369 1.522
H 4.334 2.825 1.570
H 4.299 4.383 0.746
H 1.986 4.732 -0.970
H 0.282 3.177 -2.092
H -2.310 0.566 0.580
H -4.751 1.513 0.764
H -4.195 2.644 -3.393
H -0.854 -4.555 -1.036
H 0.659 -5.259 -0.742
H 0.430 -3.472 -2.683
H 1.816 -3.129 -1.621
H -0.865 -1.735 -1.509
H 0.961 -1.115 -1.684
```

Calculated values
Charge = 0
E_HOMO = -7.795 eV
Relative energy (zero: lowest compared OMol25 entry of this formula, charge and spin) = 2.941 eV
LUMO level = 0.58 eV

=====

ORCA calculation (ωB97M-V with the def2-TZVPD basis set) on a 2-piece molecular cluster, C21H18FN2O overall.

XYZ file:
```
43
C21H18FN2O, DFT ωB97M-V with the def2-TZVPD basis set
F 3.197 2.736 3.581
C 2.801 1.426 3.438
C 3.783 0.441 3.430
C 3.342 -0.890 3.330
C 2.001 -1.198 3.145
C 0.990 -0.178 3.098
C -0.349 -0.565 2.811
C -1.577 0.112 3.078
C -2.795 -0.640 3.218
C -4.023 -0.012 3.388
C -4.122 1.387 3.447
C -2.944 2.141 3.389
C -1.706 1.530 3.203
C 1.440 1.159 3.351
H 4.835 0.696 3.551
H 4.079 -1.690 3.398
H 1.685 -2.237 3.019
H -0.442 -1.544 2.327
H -2.728 -1.731 3.184
H -4.928 -0.610 3.491
H -5.090 1.873 3.581
H -2.992 3.223 3.495
H -0.830 2.156 3.104
H 0.748 1.983 3.440
C 2.426 -7.263 2.892
O 1.948 -7.495 1.551
C 1.275 -6.511 0.893
C 1.003 -5.227 1.448
C 0.308 -4.303 0.659
C -0.059 -4.655 -0.660
C 0.194 -5.895 -1.213
C 0.847 -6.834 -0.428
N -0.676 -3.537 -1.193
C -0.697 -2.556 -0.239
N -0.126 -2.999 0.880
H 2.883 -8.205 3.198
H 3.180 -6.466 2.889
H 1.588 -7.020 3.556
H 1.314 -4.918 2.451
H -0.123 -6.105 -2.230
H 1.066 -7.834 -0.788
H -1.021 -3.500 -2.142
H -1.142 -1.573 -0.437
```

Calculated values
Charge = +1
E_HOMO = -10.409 eV
Relative energy (zero: lowest compared OMol25 entry of this formula, charge and spin) = 0.017 eV
LUMO level = -5.83 eV

=====

Max |F| (computed, eV/A): 1.92 0.70 3.24 5.76 1.78